[1]
Here is a molecular structure, C33H66AlCl4F6LiN2Na2O12PS in a non-equilibrium geometry from the OMol25 dataset. Energies are from ωB97M-V with the def2-TZVPD basis set.

The geometry in XYZ format:
```
129
Properties=species:S:1:pos:R:3:forces:R:3:lowdin_charge:R:1
C -1.15871 5.64928 8.08524 -0.27 -0.40 -0.04 -0.17
C -1.03230 4.06979 8.32968 0.07 0.60 -0.48 -0.26
C -1.39718 3.27707 6.98937 0.13 -0.29 0.84 -0.20
C -1.00239 1.71535 7.07890 -0.03 0.86 0.39 -0.20
C 0.38749 1.38936 6.37549 -0.41 -0.91 -0.17 -0.20
C 0.24508 0.43713 5.09254 0.80 0.52 0.81 -0.20
C 1.69544 0.26036 4.43170 -1.53 0.38 -1.09 -0.19
C 1.45904 -0.23685 2.91314 1.12 -0.07 1.37 -0.17
C 0.84801 -1.70359 2.90661 -0.08 0.34 0.54 -0.23
C -0.63670 -1.82907 2.27158 0.39 -0.82 -0.71 -0.19
C -0.86784 -0.98987 0.95169 -0.12 0.03 -0.44 -0.19
C 0.06166 -1.38971 -0.27514 -1.03 -0.68 -0.71 -0.18
C -0.83861 -2.21210 -1.32362 0.70 -0.17 0.04 -0.19
C -0.05186 -2.34809 -2.72284 -0.96 -0.08 1.28 -0.18
C -0.17603 -0.94422 -3.44620 0.51 -0.16 0.26 -0.15
C 0.17499 -0.91269 -4.99546 -1.34 -0.40 1.11 -0.45
P -0.79976 0.51793 -5.87212 0.33 1.33 -0.92 1.09
C -1.44767 1.73268 -4.59043 -1.08 0.90 0.08 -0.38
C -1.13641 3.28400 -4.94907 -0.06 -0.31 1.08 -0.16
C -2.25949 -0.17544 -6.85697 -0.50 0.17 0.25 -0.35
C -2.59338 0.89697 -8.02120 0.78 -0.58 0.67 -0.15
O -0.32647 -2.14747 -5.57574 2.22 -0.39 -0.31 -0.13
C 0.70276 -2.94933 -6.18390 -0.69 0.25 -0.26 -0.11
C 1.99121 -3.12428 -5.26490 -0.52 -2.48 -1.41 -0.08
N 2.64543 -1.77717 -5.13509 1.58 0.10 -0.66 -0.07
S 3.67214 -1.69454 -3.66115 1.75 -2.02 7.56 0.86
O 2.98218 -1.02819 -2.53070 1.49 -0.38 -4.18 -0.23
O 4.11895 -3.05242 -3.23536 -0.83 3.35 -2.90 -0.26
F 5.08333 -0.83248 -4.02095 -2.98 -1.33 -0.28 -0.18
C 1.72075 -0.60641 -5.28420 -2.87 3.70 -0.45 -0.29
O 1.79683 -0.01617 -6.59655 1.86 -1.27 1.96 -0.17
C 2.94807 0.84930 -6.71249 0.46 -0.01 -2.32 -0.12
C 2.75198 1.65779 -8.09283 0.48 0.02 -0.39 -0.36
C 4.12420 1.94057 -8.84474 -0.05 -0.15 -0.32 -0.07
O 2.05285 2.89725 -7.90286 0.78 -0.90 0.26 -0.05
H -2.23239 5.92701 7.82702 1.41 -0.22 0.39 0.10
H -0.49877 6.01134 7.23500 -0.69 -0.57 0.88 0.08
H -0.87091 6.19832 9.04519 -0.57 -0.66 -0.78 -0.01
H 0.02211 3.85006 8.68598 -1.18 0.07 -0.49 0.11
H -1.75319 3.78137 9.16402 0.89 0.31 -0.99 0.09
H -0.84133 3.76608 6.13695 -0.81 -0.55 0.75 0.11
H -2.51640 3.38217 6.85604 1.29 -0.02 -0.14 0.12
H -0.90837 1.47872 8.18822 -0.16 0.11 -1.21 0.09
H -1.86398 1.09374 6.68589 1.15 0.61 0.27 0.11
H 0.88897 2.34665 6.03525 -0.49 -1.06 0.54 0.11
H 1.05158 0.83978 7.12034 -0.64 0.87 -0.97 0.12
H -0.18330 -0.56056 5.42683 0.39 1.16 -0.39 0.11
H -0.46205 0.92204 4.34701 0.83 -0.62 0.80 0.13
H 2.14216 1.30282 4.37591 -0.24 -1.36 0.13 0.12
H 2.36746 -0.44152 5.00468 -0.73 0.80 -0.50 0.12
H 2.48758 -0.25842 2.43074 -1.44 0.10 0.21 0.12
H 0.80207 0.54857 2.44238 0.73 -1.15 0.20 0.11
H 0.75925 -2.03048 4.02844 0.57 1.81 -1.61 0.07
H 1.62208 -2.44365 2.43639 -1.43 1.30 0.43 0.10
H -0.78356 -2.95328 1.97874 0.04 1.65 0.23 0.12
H -1.47967 -1.59440 2.99257 1.23 -0.07 -0.50 0.12
H -0.80756 0.13140 1.10978 -0.07 -1.39 0.18 0.12
H -1.93992 -1.19474 0.62320 1.32 0.35 0.54 0.12
H 0.94691 -2.04700 0.00100 -0.94 0.83 -0.11 0.11
H 0.45227 -0.49812 -0.84847 -0.38 -0.80 1.03 0.11
H -1.84330 -1.69157 -1.46246 1.39 -0.54 -0.02 0.12
H -1.09390 -3.24334 -0.90485 0.44 1.21 -0.49 0.12
H 1.00478 -2.65638 -2.45744 -0.91 0.44 -0.36 0.08
H -0.53432 -3.21548 -3.26041 0.45 1.21 0.09 0.12
H -1.24210 -0.58642 -3.25775 1.38 -0.51 -0.70 0.13
H 0.48620 -0.16449 -2.94081 -0.84 -1.00 -0.49 0.11
H -1.05592 1.58627 -3.54322 -0.65 -0.17 -1.09 0.06
H -2.58857 1.65294 -4.61408 1.46 -0.18 0.35 0.10
H -0.32708 3.63910 -4.22211 -0.78 -0.39 -1.18 0.06
H -0.81657 3.43373 -6.01967 -0.46 -0.10 1.16 0.05
H -2.06861 3.92051 -4.67955 1.30 -0.72 -0.88 0.05
H -2.01630 -1.15094 -7.36926 -0.14 0.94 0.95 0.08
H -3.11416 -0.30664 -6.12723 0.67 -0.05 -1.17 0.08
H -3.28014 1.70966 -7.64271 0.74 -0.92 -0.63 0.07
H -3.03262 0.29688 -8.86738 0.15 0.95 0.91 0.07
H -1.59575 1.34071 -8.35948 -1.39 -0.40 0.32 0.05
H 1.01101 -2.48389 -7.17768 -0.15 -0.48 1.13 0.15
H 0.24566 -3.96260 -6.42934 0.65 1.16 0.58 0.17
H 1.81866 -3.66197 -4.29234 -0.04 1.16 -0.84 0.14
H 2.71803 -3.77482 -5.85802 -0.85 0.86 0.90 0.16
H 3.33151 -1.71020 -5.91824 -0.43 0.13 0.30 0.17
H 2.01402 0.23774 -4.57135 -0.19 -1.50 -0.48 0.17
H 3.86222 0.18067 -6.90149 -0.77 0.95 0.62 0.12
H 3.09209 1.56176 -5.84762 -0.29 -0.87 -0.73 0.15
H 2.12259 1.02771 -8.80406 0.59 0.74 1.25 0.16
H 3.91823 2.17224 -9.94210 0.14 -0.16 1.53 0.09
H 4.82072 1.04820 -8.84482 -0.75 0.92 0.14 0.07
H 4.66037 2.83018 -8.40012 -0.53 -0.97 -0.38 0.08
H 2.61498 3.45312 -7.33145 -0.45 -0.18 -0.34 0.10
F -3.08224 5.48019 -5.14478 0.18 0.07 0.18 -0.57
N -5.86081 1.05316 -7.51446 -0.05 0.01 -0.03 -0.65
O -5.84768 2.27890 -7.31272 0.01 -0.05 0.00 -0.02
O -5.88422 0.61485 -8.67839 -0.02 -0.02 -0.04 -0.04
O -5.84307 0.26420 -6.55279 0.05 0.01 0.02 -0.03
Na 0.31955 -3.72643 3.83662 -0.40 -1.68 0.21 0.62
Li 0.40464 7.65534 9.04796 0.02 -0.01 -0.13 0.56
O -0.18225 -2.92049 7.82728 -0.80 0.21 0.08 0.06
C -0.25585 -2.73113 9.02088 1.43 -0.42 0.10 -0.51
O -1.45091 -2.40769 9.57226 -1.15 0.16 -0.28 -0.01
C -1.67282 -2.32302 10.97545 0.02 -0.06 -0.24 -0.22
C -1.24414 -0.96957 11.50554 0.46 -0.03 0.25 -0.08
C 0.96450 -2.74936 9.89258 -2.08 -1.09 -0.42 -0.23
H -1.19215 -3.14867 11.50236 0.13 0.20 0.03 0.13
H -2.74815 -2.44745 11.12265 0.03 -0.05 -0.21 0.12
H -0.17536 -0.79769 11.35783 -0.04 -0.04 0.07 0.10
H -1.46299 -0.88517 12.57463 0.04 -0.05 0.06 0.09
H -1.76586 -0.17262 10.97302 0.81 -1.54 -0.79 -0.01
H 1.47644 -1.79235 9.80684 -0.03 -0.08 -0.08 -0.06
H 1.62137 -3.54090 9.54450 0.04 0.37 -0.16 0.05
H 0.75673 -2.95936 10.93902 0.09 0.23 0.01 0.06
C -1.28608 5.96395 -2.27458 -0.19 -0.15 -0.24 -0.04
C -1.52359 5.00720 -1.11006 0.10 0.63 -0.90 -0.78
O -2.32657 4.06873 -1.32557 0.40 -0.15 0.84 -0.03
O -0.88217 5.26750 -0.05823 -0.24 -0.62 0.42 -0.09
H -1.87469 5.67857 -3.15592 -0.08 0.07 -0.06 0.04
H -1.56914 6.97874 -1.98420 0.08 -0.02 0.02 0.06
H -0.22723 5.95722 -2.54810 0.01 0.06 0.08 0.06
Na -2.60177 1.16744 11.50644 -0.89 1.55 0.52 0.58
Cl 3.38104 -2.03495 10.53366 1.94 0.66 0.71 -0.40
F -2.69195 -4.81058 -4.71924 -0.21 -0.47 -1.29 -0.26
Al -3.26313 -5.29513 -6.32313 -0.58 0.25 -0.21 0.01
F -3.48183 -3.86112 -7.32290 0.47 -1.44 0.97 -0.23
F -4.79656 -6.15294 -6.17117 1.53 0.69 -0.07 -0.25
F -2.06276 -6.35514 -7.07384 -0.80 0.94 0.73 -0.26
C 4.71854 -4.96251 2.26539 0.08 -0.05 -0.45 -1.52
Cl 4.18175 -3.81730 1.02950 0.03 -0.05 0.14 0.54
Cl 3.54024 -5.04886 3.58635 -0.05 0.01 0.20 0.53
Cl 4.97908 -6.56146 1.56216 -0.03 0.20 0.14 0.55
H 5.66174 -4.60943 2.67365 -0.19 -0.04 0.03 0.02
```
Forces are in eV/Å.

Summary:
Kohn-Sham gap: 0.92 eV
HOMO: -3.45 eV
multiplicity: 1
charge: -1
DFT total energy: -6062.91361 Ha
largest force on an atom: 0.15598 Eh/bohr

---

[2]
Here is 10 unconnected molecules or ions with the total composition H20O10 from the OMol25 dataset. Energies are from ωB97M-V with the def2-TZVPD basis set.

The geometry in XYZ format:
```
30
Properties=species:S:1:pos:R:3:forces:R:3:nbo_charge:R:1
O 1.13075 -3.28081 1.65221 0.18 0.13 -0.01 -0.95
H 1.44825 -3.51790 0.77589 -0.07 0.01 0.05 0.45
H 1.42843 -2.36807 1.80190 -0.10 -0.11 -0.01 0.49
O -3.40237 0.82417 -0.54307 0.12 -0.51 0.00 -0.97
H -3.49961 0.31981 0.28050 0.08 0.31 -0.05 0.48
H -3.08894 0.17692 -1.19854 -0.17 0.37 0.06 0.48
O -0.13318 1.12113 2.92798 -0.07 -0.20 -0.05 -0.95
H 0.11373 0.89960 2.01760 0.05 0.06 0.11 0.49
H 0.41581 0.53957 3.46367 0.05 0.05 -0.07 0.47
O 2.27452 -0.48813 1.91744 0.34 -0.19 -0.06 -0.97
H 2.78940 -0.58977 1.09843 -0.25 0.14 0.17 0.49
H 2.92484 -0.42458 2.62821 -0.09 0.00 -0.10 0.48
O -0.19883 -0.56020 -0.11658 -0.06 0.17 -0.31 -0.98
H 0.69321 -0.89881 -0.26884 -0.15 0.14 0.02 0.48
H -0.33596 0.14392 -0.77416 0.08 -0.14 0.28 0.49
O 0.19386 1.43374 -2.27556 0.16 -0.02 -0.27 -0.96
H 0.04997 2.15987 -2.89670 -0.12 -0.17 0.06 0.49
H 0.89765 0.90667 -2.67486 -0.04 0.12 0.09 0.48
O 0.11294 3.78264 -0.22989 0.10 -0.05 -0.23 -0.94
H -0.22526 4.54516 -0.71081 -0.05 -0.09 0.08 0.46
H -0.05013 3.01964 -0.80223 0.00 0.12 0.22 0.48
O -2.60445 -0.64278 -2.98398 -0.01 -0.21 0.06 -0.94
H -3.10681 -1.45769 -2.85070 0.10 0.12 -0.08 0.48
H -1.67898 -0.90831 -2.93744 -0.07 0.01 0.05 0.47
O 2.88751 -1.00702 -0.91121 0.25 -0.03 0.11 -0.96
H 3.39038 -1.83094 -0.85680 -0.08 0.10 -0.12 0.49
H 3.51852 -0.34780 -1.22988 -0.11 -0.09 0.02 0.49
O -2.35769 -0.62047 1.99378 -0.03 -0.15 -0.23 -0.98
H -1.68342 -0.21683 2.56113 -0.18 0.20 -0.11 0.49
H -1.90412 -0.71273 1.14251 0.16 -0.08 0.30 0.48
```
Forces are in eV/Å.

Summary:
Kohn-Sham gap: 9.39 eV
HOMO: -10.06 eV
multiplicity: 1
relative energy (zero: lowest compared OMol25 entry of this formula, charge and spin): 250.7 kJ/mol
charge: 0
DFT total energy: -764.38642 Ha
largest force on an atom: 0.01016 Eh/bohr

---

[3]
Here is a molecular structure, C40H31Br2CrN3O3P2 from the OMol25 dataset. Energies are from ωB97M-V with the def2-TZVPD basis set.

The geometry in XYZ format:
```
82
Properties=species:S:1:pos:R:3:forces:R:3:lowdin_spin:R:1
Cr -1.02958 1.61988 0.17739 -0.05 0.35 0.12 2.91
O -0.34383 5.51563 0.08138 0.11 0.22 0.02 0.01
C -0.81296 4.41768 0.01011 0.13 -0.53 0.00 0.01
O -0.11799 3.28197 -0.04982 -0.26 0.38 0.09 0.04
C -2.30590 4.18858 -0.04330 0.08 -0.29 -0.07 0.01
C -3.21757 5.21222 -0.12327 -0.10 0.17 -0.01 0.00
C -4.56002 4.88409 -0.25822 -0.01 0.05 0.02 0.01
C -4.93353 3.55023 -0.32060 -0.06 -0.01 0.00 0.00
C -3.96099 2.57392 -0.21155 0.18 0.06 0.12 0.01
N -2.66944 2.89668 -0.06180 -0.18 0.04 -0.10 -0.01
H -2.85842 6.23154 -0.09123 -0.03 0.00 -0.01 0.00
H -5.30766 5.66365 -0.32008 0.00 -0.01 -0.03 0.00
H -5.96673 3.25811 -0.45041 0.03 0.03 0.02 0.00
H -4.19582 1.51758 -0.24068 0.03 0.01 0.00 0.00
Br -4.59404 -1.86393 0.24755 -0.03 -0.04 -0.01 0.00
C -3.72029 -1.02429 1.67910 -0.29 -0.26 0.15 0.01
C -4.09962 -1.30438 3.01337 -0.04 -0.04 -0.18 -0.01
C -3.47103 -0.71166 4.06718 0.05 0.03 0.11 0.01
Br -3.99416 -1.14742 5.82513 0.00 0.02 0.02 0.00
C -2.42611 0.22322 3.84631 0.01 0.05 0.10 0.00
C -1.69066 0.91740 4.83299 -0.07 -0.06 0.01 0.02
C -0.69664 1.78678 4.46849 0.05 0.03 0.03 0.00
C -0.42125 1.99814 3.11218 -0.08 0.01 0.05 0.02
N -1.10864 1.38270 2.17041 -0.05 -0.09 -0.10 -0.03
C -2.09288 0.48913 2.51288 0.22 0.13 -0.21 0.00
C -2.71351 -0.14500 1.40587 0.39 0.26 -0.10 0.00
O -2.25977 0.16581 0.19829 -0.20 -0.03 0.54 0.04
H -4.90241 -2.00646 3.19332 0.02 -0.01 -0.04 0.00
H -1.91939 0.75427 5.87792 0.00 -0.02 -0.01 0.00
H -0.12156 2.32347 5.20998 -0.01 -0.04 -0.01 0.00
H 0.36253 2.67147 2.79418 -0.02 0.05 -0.03 0.00
C 1.14697 -1.43566 1.80810 -0.05 0.09 -0.07 0.00
N 1.05491 -1.23055 0.32910 -0.41 0.30 0.53 0.00
P 1.08522 0.42417 -0.09518 0.45 -0.63 -0.07 -0.02
C 1.68695 0.51971 -1.80686 -0.14 0.04 0.10 -0.01
C 2.48375 -0.47850 -2.35672 0.02 0.05 -0.05 0.00
C 3.00062 -0.31536 -3.63202 0.01 0.02 -0.03 0.00
C 2.72526 0.83720 -4.35992 0.01 -0.05 0.04 0.00
C 1.93751 1.83673 -3.80872 0.00 -0.03 0.00 0.00
C 1.41862 1.67913 -2.53166 -0.02 0.00 0.02 0.00
C 2.52894 1.05062 0.83086 -0.05 0.20 -0.16 0.00
C 2.59846 2.38429 1.22674 0.07 -0.07 0.00 0.00
C 3.77292 2.88848 1.77777 -0.05 -0.01 0.00 0.00
C 4.87661 2.06760 1.93147 0.02 -0.03 0.01 0.00
C 4.81394 0.73757 1.52670 0.02 0.01 0.01 0.00
C 3.65201 0.23296 0.97169 0.07 0.02 -0.04 0.00
P -0.30553 -2.30487 -0.15987 0.31 0.17 -0.22 0.00
C 0.65371 -3.85531 -0.19726 -0.16 -0.21 0.12 0.00
C -0.08942 -5.03282 -0.10164 0.09 0.00 -0.03 0.00
C 0.54457 -6.26887 -0.11243 -0.01 0.05 0.00 0.00
C 1.92929 -6.33477 -0.19157 -0.04 -0.02 0.00 0.00
C 2.67608 -5.16717 -0.27425 -0.02 0.00 -0.02 0.00
C 2.03980 -3.93419 -0.27970 0.11 0.00 -0.05 0.00
C -0.46188 -1.94443 -1.94347 -0.04 -0.17 -0.22 0.00
C -1.34277 -0.93600 -2.33551 -0.04 0.11 -0.28 0.00
C -1.52967 -0.63059 -3.67693 0.16 -0.12 -0.06 0.00
C -0.86382 -1.36330 -4.65187 -0.04 0.05 0.02 0.00
C -0.02232 -2.40236 -4.27749 0.01 0.01 0.05 0.00
C 0.17826 -2.69093 -2.93451 0.00 0.07 -0.01 0.00
H 1.99310 -0.90208 2.22557 -0.01 -0.03 0.04 0.00
H 1.28811 -2.49605 2.00431 0.02 -0.08 -0.03 0.00
H 0.23668 -1.11895 2.33145 0.00 0.00 -0.05 0.00
H 2.68689 -1.38074 -1.79552 0.00 0.01 -0.01 0.00
H 3.61976 -1.09205 -4.06271 -0.02 0.00 0.00 0.00
H 3.12587 0.95472 -5.35888 0.01 -0.01 0.03 0.00
H 1.72992 2.73881 -4.37002 0.00 -0.02 0.02 0.00
H 0.82607 2.47271 -2.09134 0.02 0.02 -0.02 0.00
H 1.76154 3.04647 1.06177 -0.03 0.02 -0.03 0.00
H 3.82318 3.92972 2.07150 -0.01 -0.03 -0.01 0.00
H 5.79265 2.46210 2.35346 -0.03 -0.02 -0.01 0.00
H 5.67803 0.09536 1.63707 -0.01 0.01 -0.01 0.00
H 3.61431 -0.80016 0.64565 0.02 0.03 -0.02 0.00
H -1.17078 -4.97696 -0.02169 0.03 -0.03 0.02 0.00
H -0.03979 -7.17810 -0.04449 0.02 0.03 0.00 0.00
H 2.42805 -7.29561 -0.18068 -0.02 0.02 -0.01 0.00
H 3.75598 -5.21953 -0.33843 -0.02 0.01 0.01 0.00
H 2.62506 -3.02406 -0.34817 -0.03 -0.05 0.05 0.00
H -1.91541 -0.40650 -1.59169 -0.01 -0.13 -0.11 0.00
H -2.20603 0.16676 -3.96152 0.00 -0.04 0.00 0.00
H -1.01744 -1.13795 -5.70044 0.02 -0.01 0.04 0.00
H 0.48573 -2.98920 -5.03351 -0.03 0.02 0.03 0.00
H 0.83945 -3.50244 -2.65954 0.00 0.00 -0.01 0.00
```
Forces are in eV/Å.

Summary:
Kohn-Sham gap (spin up / spin down): 6.64 / 6.83 eV
HOMO (spin up / spin down): -10.55 / -10.57 eV
multiplicity: 4
relative energy (zero: lowest compared OMol25 entry of this formula, charge and spin): 0.0 kJ/mol
charge: +1
DFT total energy: -8808.01960 Ha
largest force on an atom: 0.01507 Eh/bohr